# C26H26MnN7O6S3

A structure of composition C26H26MnN7O6S3 in a non-equilibrium geometry (ωB97M-V with the def2-TZVPD basis set, the OMol25 dataset).

Cartesian coordinates (Å):
Mn  -0.363  0.071  0.595
O  4.314  5.158  -0.934
N  4.873  4.081  -0.944
O  6.026  3.881  -1.232
C  4.071  2.915  -0.502
C  4.739  1.932  0.114
C  4.016  0.826  0.679
C  4.618  -0.201  1.423
C  3.823  -1.170  1.981
C  2.438  -1.094  1.811
N  1.855  -0.135  1.113
C  2.633  0.790  0.536
C  1.945  1.788  -0.232
N  0.613  1.578  -0.448
C  -0.039  2.494  -1.156
C  0.568  3.637  -1.662
C  1.903  3.850  -1.451
C  2.640  2.895  -0.728
H  5.815  1.995  0.211
H  5.693  -0.217  1.554
H  4.246  -1.977  2.562
H  1.786  -1.825  2.268
H  -1.068  2.273  -1.384
H  -0.020  4.341  -2.232
H  2.387  4.735  -1.833
C  1.350  1.528  3.666
C  0.269  0.493  3.776
N  -0.276  -0.255  2.826
C  -1.344  -0.968  3.339
C  -1.555  -0.838  4.665
S  -0.424  0.253  5.306
C  -2.136  -1.719  2.378
C  -3.224  -2.487  2.591
S  -3.850  -2.998  1.093
C  -2.626  -2.182  0.252
N  -1.780  -1.560  1.055
C  -2.546  -2.255  -1.242
H  1.591  1.755  2.633
H  2.255  1.200  4.179
H  1.019  2.450  4.142
H  -2.316  -1.297  5.274
H  -3.698  -2.748  3.524
H  -2.110  -3.208  -1.548
H  -1.951  -1.442  -1.637
H  -3.540  -2.195  -1.682
C  -3.231  2.935  0.089
S  -2.675  1.327  0.529
O  -3.739  0.670  1.203
O  -2.059  0.593  -0.635
O  -1.414  1.523  1.356
H  -4.303  2.957  0.261
H  -3.008  3.134  -0.957
H  -2.722  3.646  0.736
N  0.271  -1.487  -0.428
C  0.458  -2.546  -0.850
N  0.695  -3.715  -1.364
C  1.458  -3.903  -2.624
C  2.686  -4.732  -2.313
O  2.331  -5.938  -1.662
C  1.691  -5.714  -0.422
C  0.390  -4.967  -0.624
H  1.714  -2.930  -3.038
H  0.809  -4.431  -3.323
H  3.387  -4.160  -1.692
H  3.184  -5.008  -3.240
H  2.353  -5.143  0.243
H  1.501  -6.689  0.023
H  -0.101  -4.721  0.317
H  -0.290  -5.552  -1.244

The largest force on an atom comes out at 1.7 eV/A. Its net charge is +2. The frontier orbital gap (alpha / beta) comes out at 0.266 / 0.265 Eh. For the HOMO energy (alpha / beta), the calculation gives -13.907 / -13.908 eV.